1.
Entry from the Open Molecules 2025 dataset: a cluster of 2 separate species, C16H23ClN6O2 in total at a distorted geometry (the ωB97M-V functional and the def2-TZVPD basis).

```
48
Properties=species:S:1:pos:R:3:lowdin_charge:R:1
O 0.072 -1.702 2.961 0.028
O -3.817 -1.503 -1.059 0.049
Cl 0.589 4.085 -1.542 0.703
N -1.334 2.333 1.860 -0.034
N -0.682 2.328 2.965 0.022
N -0.502 2.498 0.786 0.054
C -0.362 -1.877 1.835 -0.571
C -3.032 -1.621 -0.123 -0.441
C 0.713 2.606 1.243 -0.313
C 4.405 3.011 -0.914 -0.070
C 4.375 2.388 0.334 -0.073
C 3.223 3.511 -1.463 -0.102
C 3.168 2.269 1.029 -0.027
C 2.007 3.398 -0.779 -0.577
C 1.967 2.769 0.487 -0.174
N 0.603 2.497 2.602 0.074
N -3.357 -2.353 0.953 0.019
N -0.994 -0.881 1.209 0.100
C -0.153 -3.226 1.173 0.009
C -4.607 -3.094 1.103 -0.050
C 1.634 -0.331 -2.179 -0.086
C -1.395 -0.905 -2.664 -0.053
C 0.480 -0.063 -1.205 -0.231
C -0.713 -1.052 -1.291 -0.303
C -1.696 -0.832 -0.096 -0.152
H 5.341 3.106 -1.458 0.110
H 5.292 1.991 0.762 0.107
H 3.238 3.997 -2.434 0.106
H 3.175 1.759 1.989 0.112
H 1.383 2.568 3.249 0.156
H -2.710 -2.351 1.727 0.116
H -1.014 -0.018 1.740 0.108
H -1.021 -3.529 0.595 0.069
H 0.036 -3.968 1.947 0.088
H 0.717 -3.163 0.523 0.084
H -5.430 -2.393 1.259 0.087
H -4.807 -3.670 0.197 0.086
H -4.544 -3.773 1.955 0.084
H 1.950 -1.371 -2.106 0.076
H 1.336 -0.107 -3.203 0.066
H 2.475 0.313 -1.922 0.059
H -1.904 0.058 -2.730 0.093
H -2.120 -1.704 -2.813 0.073
H -0.673 -0.987 -3.474 0.068
H 0.114 0.950 -1.376 0.089
H 0.919 -0.098 -0.209 0.094
H -0.319 -2.065 -1.243 0.118
H -2.024 0.203 -0.197 0.149
```

Properties
LUMO: -0.0038 Eh
DFT total energy: -1562.702796 a.u.
ΔE to the lowest compared entry with this formula, charge and spin: 0.395 eV
total charge: 0
HOMO: -9.1758 eV
frontier orbital gap: 9.07 eV
SMILES: CC[C@H](C)[C@H](NC(C)=O)C(=O)NC.Clc1ccccc1-c1nnn[nH]1
multiplicity: 1


2.
Entry from the Open Molecules 2025 dataset: a structure of composition C16H23CoO at a distorted geometry (the ωB97M-V functional and the def2-TZVPD basis).

```
41
Properties=species:S:1:pos:R:3:lowdin_spin:R:1
Co 0.008 0.106 1.835 2.362
C 1.822 0.321 2.592 -0.002
C 2.388 -0.471 1.510 0.067
C 2.399 0.330 0.349 0.040
H 2.750 -1.483 1.606 0.006
C 1.887 1.593 0.640 0.055
C 1.486 1.626 2.014 0.021
H 1.223 2.506 2.593 0.001
H 1.873 0.107 3.662 0.005
H 2.829 0.018 -0.622 0.002
H 1.855 2.459 -0.042 0.005
C -2.028 0.286 2.072 0.003
C -1.312 1.492 2.466 0.003
C -1.215 2.302 1.276 0.080
H -1.155 1.807 3.507 0.004
C -1.810 1.621 0.229 0.024
C -2.296 0.397 0.669 0.079
H -2.853 -0.348 0.081 0.006
H -2.467 -0.437 2.776 0.003
H -0.783 3.314 1.239 0.006
H -1.962 2.034 -0.808 0.001
O 0.021 -1.386 0.060 0.093
C -0.215 -0.307 -3.222 0.537
C 0.382 -1.577 -2.797 0.068
C 0.558 0.894 -2.745 0.078
C -1.697 -0.273 -2.947 0.075
C 0.452 -2.040 -1.130 0.069
H 1.465 -1.679 -3.119 0.007
H -0.101 -2.483 -3.264 0.008
H -0.036 -2.993 -1.048 0.009
H 1.504 -2.232 -0.911 0.007
H 0.681 1.400 -3.710 0.028
H 1.588 0.700 -2.355 0.003
H 0.151 1.667 -2.055 0.010
H -2.052 -0.406 -3.979 0.026
H -2.160 0.658 -2.572 0.001
H -2.179 -1.092 -2.351 0.012
C -0.209 -1.836 2.065 0.134
H -1.098 -2.189 1.536 0.018
H -0.362 -1.995 3.152 0.030
H 0.667 -2.409 1.749 0.016
```

Properties
LUMO (alpha / beta): 0.2191 / 0.2173 Eh
DFT total energy: -2081.070873 a.u.
ΔE to the lowest compared entry with this formula, charge and spin: 0.000 eV
total charge: -2
HOMO (alpha / beta): 1.6980 / 0.5357 eV
frontier orbital gap (alpha / beta): 4.26 / 5.38 eV
multiplicity: 5


3.
Entry from the Open Molecules 2025 dataset: a structure of composition C16H23F14NO15P2S2 at a distorted geometry (the ωB97M-V functional and the def2-TZVPD basis).

```
73
Properties=species:S:1:pos:R:3:lowdin_charge:R:1
O 1.900 -1.851 3.791 -0.306
P 1.089 -0.700 3.383 0.215
O 0.377 0.002 4.616 -0.131
O 1.995 0.399 2.666 -0.143
P -0.304 -1.464 1.879 0.889
N -2.013 -1.112 2.337 -0.517
S -2.231 0.492 2.775 0.490
O -2.509 0.647 4.149 -0.207
O -1.193 1.241 2.168 -0.276
F -3.528 0.806 2.017 -0.087
S -2.731 -2.210 3.411 0.497
O -2.778 -3.454 2.731 -0.240
O -4.001 -1.698 3.772 -0.213
F -1.783 -2.328 4.607 -0.097
H 0.576 0.952 4.608 0.101
H 2.431 -0.046 1.927 0.088
H -0.225 -2.850 2.099 -0.046
C -1.631 1.814 -0.946 -0.065
C -2.640 0.884 -1.585 -0.176
O -2.622 1.030 -3.021 0.045
C -1.634 0.418 -3.648 -0.405
O -0.766 -0.237 -3.151 0.166
C -1.753 0.654 -5.161 -0.541
F -2.006 1.935 -5.443 0.173
F -2.739 -0.080 -5.684 0.177
F -0.612 0.322 -5.767 0.144
H -1.805 2.840 -1.263 0.083
H -1.691 1.760 0.140 0.042
H -0.620 1.545 -1.246 0.083
H -3.652 1.136 -1.276 0.127
H -2.460 -0.156 -1.311 0.124
C 2.222 0.904 -6.597 -0.050
C 2.962 0.694 -5.295 -0.182
O 4.370 0.462 -5.515 0.040
C 5.107 1.539 -5.729 -0.401
O 4.726 2.672 -5.755 0.161
C 6.579 1.130 -5.906 -0.552
F 6.700 0.090 -6.735 0.170
F 7.105 0.782 -4.725 0.168
F 7.293 2.136 -6.397 0.174
H 2.386 0.063 -7.272 0.090
H 1.156 1.002 -6.399 0.056
H 2.567 1.803 -7.108 0.081
H 2.593 -0.197 -4.792 0.128
H 2.831 1.535 -4.615 0.120
C 3.613 5.285 -3.728 -0.057
C 3.661 5.902 -2.347 -0.186
O 2.367 5.861 -1.706 0.039
C 2.029 4.707 -1.158 -0.404
O 2.679 3.704 -1.140 0.167
C 0.648 4.831 -0.492 -0.540
F -0.234 5.443 -1.290 0.169
F 0.728 5.537 0.641 0.173
F 0.167 3.626 -0.200 0.149
H 2.845 5.767 -4.334 0.087
H 4.576 5.393 -4.225 0.086
H 3.372 4.223 -3.678 0.063
H 3.920 6.956 -2.411 0.125
H 4.403 5.417 -1.714 0.126
C -2.638 -5.692 5.246 -0.061
C -2.694 -5.310 6.709 -0.188
O -3.943 -5.704 7.309 0.037
C -4.043 -6.978 7.658 -0.402
O -3.208 -7.821 7.525 0.174
C -5.411 -7.226 8.316 -0.553
F -6.399 -6.668 7.611 0.168
F -5.432 -6.697 9.546 0.168
F -5.657 -8.526 8.419 0.176
H -3.493 -5.280 4.710 0.078
H -1.722 -5.319 4.789 0.079
H -2.669 -6.774 5.122 0.081
H -2.645 -4.228 6.821 0.120
H -1.861 -5.735 7.268 0.128
```

Properties
LUMO: -0.0179 Eh
DFT total energy: -4684.161844 a.u.
total charge: 0
HOMO: -10.3845 eV
frontier orbital gap: 9.90 eV
multiplicity: 1


4.
Entry from the Open Molecules 2025 dataset: a structure of composition C16H23F3N2O8P2Y at a distorted geometry (the ωB97M-V functional and the def2-TZVPD basis).

```
55
Properties=species:S:1:pos:R:3:lowdin_charge:R:1
Y -1.193 0.917 0.132 1.507
C -4.141 0.974 -4.039 -0.057
C -3.835 0.654 -2.571 -0.592
O -4.835 -0.200 -2.026 -0.057
P -2.339 -0.355 -2.432 0.494
O -1.101 0.548 -2.837 -0.095
O -2.395 -1.501 -3.499 -0.044
O -2.026 -0.793 -1.031 -0.331
P -3.842 2.234 -1.568 0.368
O -3.216 3.322 -2.551 -0.110
O -5.257 2.443 -1.230 -0.242
O -2.800 2.103 -0.440 -0.425
H -4.331 0.054 -4.589 0.089
H -3.339 1.533 -4.523 0.084
H -5.043 1.586 -4.078 0.100
H -5.514 0.378 -1.633 0.096
H -0.963 0.802 -3.759 0.125
H -3.119 -2.139 -3.411 0.128
H -3.855 3.990 -2.829 0.105
F 7.966 -0.012 -2.973 0.145
C 7.157 -1.040 -2.682 -0.587
F 6.979 -1.748 -3.812 0.145
F 7.814 -1.839 -1.821 0.147
C 5.842 -0.587 -2.109 -0.114
C 4.869 -1.544 -1.848 -0.002
C 3.651 -1.159 -1.323 -0.019
C 3.396 0.188 -1.052 -0.257
C 4.382 1.139 -1.314 -0.010
C 5.603 0.751 -1.841 0.006
C 2.127 0.602 -0.528 -0.156
C 1.059 0.976 -0.068 -0.168
H 5.065 -2.587 -2.064 0.129
H 2.884 -1.897 -1.126 0.114
H 4.185 2.181 -1.105 0.122
H 6.365 1.489 -2.047 0.124
C 0.862 -1.410 3.963 -0.025
N -0.299 -1.309 3.080 -0.117
C -0.196 -2.058 1.833 -0.027
C -1.179 -0.295 3.157 -0.452
O -1.739 0.146 2.095 -0.139
N -1.486 0.246 4.340 -0.114
C -2.275 1.471 4.408 -0.010
C -1.379 -0.492 5.596 -0.025
H 1.761 -1.412 3.345 0.103
H 0.837 -2.325 4.555 0.101
H 0.911 -0.551 4.626 0.089
H 0.178 -3.054 2.063 0.104
H 0.506 -1.580 1.140 0.074
H -1.172 -2.158 1.366 0.090
H -2.167 2.047 3.496 0.085
H -1.921 2.066 5.249 0.102
H -3.332 1.242 4.554 0.107
H -1.183 -1.542 5.402 0.091
H -2.332 -0.411 6.118 0.102
H -0.597 -0.086 6.237 0.100
```

Properties
LUMO: -0.0902 Eh
DFT total energy: -2355.688710 a.u.
ΔE to the lowest compared entry with this formula, charge and spin: 0.000 eV
total charge: +1
HOMO: -11.2037 eV
frontier orbital gap: 8.75 eV
multiplicity: 1


5.
Entry from the Open Molecules 2025 dataset: a structure of composition C16H23I2N2O8S2Ta at a distorted geometry (the ωB97M-V functional and the def2-TZVPD basis).

```
54
Properties=species:S:1:pos:R:3:lowdin_charge:R:1
Ta 0.550 -0.032 0.239 1.450
C 1.062 -3.893 -1.143 0.030
C -0.007 -2.972 -0.610 -0.432
C -1.424 -3.394 -0.939 0.032
O 0.186 -1.575 -1.171 -0.314
C 0.143 -2.732 0.894 -0.420
O 0.533 -3.473 1.705 0.277
O -0.280 -1.388 1.152 -0.229
H 0.900 -4.080 -2.205 0.113
H 0.989 -4.843 -0.615 0.123
H 2.059 -3.490 -0.974 0.103
H -1.536 -3.492 -2.019 0.112
H -2.153 -2.677 -0.563 0.102
H -1.621 -4.364 -0.482 0.124
H 0.676 -1.556 -2.021 0.031
I -0.555 1.929 2.016 1.169
C -2.251 2.152 0.757 -0.961
I -1.572 1.384 -1.146 1.012
H -2.484 3.208 0.679 -0.006
H -3.066 1.565 1.164 -0.002
C 1.619 6.105 -4.597 -0.082
C 1.150 4.774 -4.023 -0.238
C 0.701 3.835 -5.134 -0.152
N 0.239 2.536 -4.612 0.051
C 0.956 1.528 -4.144 -0.745
S 0.126 0.259 -3.283 0.564
N 2.269 1.409 -4.300 0.125
C 3.252 2.239 -5.052 -0.364
O 3.973 2.932 -4.403 0.166
C 3.253 2.073 -6.513 -0.179
C 2.406 1.177 -7.166 -0.022
C 2.448 1.078 -8.546 -0.049
C 3.332 1.868 -9.269 -0.037
C 4.181 2.758 -8.620 -0.038
C 4.145 2.864 -7.243 0.004
H 1.946 6.774 -3.803 0.083
H 0.822 6.604 -5.148 0.084
H 2.461 5.960 -5.275 0.082
H 0.317 4.928 -3.330 0.111
H 1.961 4.306 -3.459 0.101
H 1.489 3.675 -5.864 0.108
H -0.138 4.256 -5.686 0.141
H -0.754 2.431 -4.473 0.123
H 2.700 0.677 -3.754 0.142
H 1.727 0.547 -6.606 0.111
H 1.799 0.382 -9.058 0.115
H 3.363 1.786 -10.348 0.120
H 4.871 3.365 -9.191 0.120
H 4.798 3.547 -6.718 0.129
O 4.313 0.393 0.892 -0.117
S 2.948 0.223 0.668 0.486
O 2.178 1.217 -0.244 -0.436
O 1.943 0.232 1.833 -0.462
O 2.407 -1.063 -0.003 -0.356
```

Properties
LUMO: -0.2987 Eh
DFT total energy: -2783.217251 a.u.
ΔE to the lowest compared entry with this formula, charge and spin: 1.161 eV
total charge: +2
HOMO: -14.2672 eV
frontier orbital gap: 6.14 eV
multiplicity: 1


6.
Entry from the Open Molecules 2025 dataset: a structure of composition C16H23IN5O14P4Pt at a distorted geometry (the ωB97M-V functional and the def2-TZVPD basis).

```
64
Properties=species:S:1:pos:R:3:lowdin_charge:R:1
Pt 1.370 -0.144 1.475 1.668
O 3.323 -3.443 2.785 -0.124
P 1.953 -2.884 3.417 0.278
O 1.685 -3.483 4.715 -0.214
O 2.003 -1.344 3.276 -0.414
O 0.903 -3.400 2.257 -0.221
P -0.185 -2.433 1.620 0.202
O -1.466 -3.321 1.447 -0.047
O -0.450 -1.294 2.539 -0.354
O 0.356 -1.866 0.294 -0.332
H 3.643 -4.188 3.316 0.115
H -1.775 -3.730 2.267 0.117
N 3.735 -1.259 -2.847 0.167
C 2.709 -1.599 -1.766 -0.440
C 1.970 -2.880 -2.153 -0.067
P 1.622 -0.083 -1.722 0.427
O 0.131 -0.519 -1.973 -0.100
O 2.090 0.805 -2.801 -0.236
O 1.781 0.569 -0.286 -0.437
P 3.760 -1.699 -0.212 0.418
O 3.855 -3.241 0.087 -0.095
O 5.054 -1.115 -0.634 -0.260
O 3.146 -0.984 1.025 -0.410
H 3.413 -0.392 -3.308 0.121
H 3.853 -2.019 -3.512 0.165
H 4.621 -1.067 -2.330 0.115
H 1.431 -2.735 -3.092 0.099
H 1.248 -3.152 -1.392 0.070
H 2.675 -3.704 -2.257 0.093
H -0.195 -1.122 -1.272 0.062
H 3.536 -3.484 0.984 0.055
N 3.918 0.459 3.595 0.258
C 3.630 1.284 2.638 -0.524
O 2.487 1.340 2.053 -0.201
C 4.684 2.257 2.195 -0.544
I 3.961 3.934 1.110 0.903
H 3.303 -0.355 3.754 0.089
H 4.843 0.462 3.995 0.152
H 5.345 1.718 1.515 0.074
H 5.244 2.632 3.046 0.062
N -3.921 2.541 -1.946 0.174
C -5.238 2.445 -2.331 -0.184
C -5.904 2.790 -3.513 -0.015
C -7.245 2.506 -3.560 -0.077
C -7.918 1.897 -2.475 -0.076
C -7.259 1.574 -1.314 -0.007
C -5.888 1.844 -1.251 -0.214
N -4.983 1.578 -0.234 0.194
C -3.838 2.005 -0.684 -0.283
C -2.591 1.870 0.061 -0.096
C -2.597 1.214 1.289 0.033
C -1.413 0.947 1.919 -0.080
N -0.202 1.276 1.379 -0.048
C -0.222 2.061 0.272 -0.104
C -1.375 2.372 -0.393 0.021
H -3.168 2.913 -2.496 0.155
H -5.393 3.255 -4.348 0.112
H -7.806 2.757 -4.452 0.108
H -8.975 1.685 -2.569 0.106
H -7.770 1.137 -0.466 0.116
H -3.537 0.900 1.721 0.130
H -1.394 0.465 2.877 0.113
H 0.725 2.450 -0.060 0.111
H -1.300 2.999 -1.270 0.125
```

Properties
LUMO: -0.1948 Eh
DFT total energy: -3733.320815 a.u.
ΔE to the lowest compared entry with this formula, charge and spin: 2.222 eV
total charge: +1
HOMO: -10.8412 eV
frontier orbital gap: 5.54 eV
multiplicity: 1